# 1
Molecular formula: C5H9NO
Method: DFT, ωB97M-V/def2-TZVPD

The geometry in XYZ format:
```
16
Properties=species:S:1:pos:R:3
O 2.874 -0.882 0.511
N 1.628 -0.975 -0.050
C 0.776 -0.071 0.243
C -0.673 1.254 -0.507
C -0.522 -0.324 -0.425
C -1.661 -1.112 0.205
C 0.585 1.429 0.422
H -2.202 -0.592 1.003
H 0.334 1.745 1.439
H -1.269 -2.057 0.598
H -1.595 1.647 -0.048
H -0.024 -1.045 -1.136
H -0.565 1.709 -1.495
H 1.395 2.066 0.046
H -2.387 -1.362 -0.580
H 3.421 -1.387 -0.101
```

Values from the calculation:
Kohn-Sham gap = 9.94 eV
HOMO level = -8.94 eV
calculated total energy = -8865.004 eV
SMILES = C[C@H]1CC/C1=N\O
relative energy (zero: lowest compared OMol25 entry of this formula, charge and spin) = 4.208 eV



# 2
Molecular formula: C28H82BN4O21P2S
Method: DFT, ωB97M-V/def2-TZVPD

The geometry in XYZ format:
```
139
Properties=species:S:1:pos:R:3
S -2.415 -2.436 3.373
P 0.350 -1.086 -2.392
P -2.369 -3.184 1.573
O -1.021 3.132 -2.873
O 2.742 0.903 7.682
O 7.287 1.318 2.408
O 0.360 -4.589 1.482
O 4.083 -2.686 -1.848
O -5.712 -0.723 -3.685
O 0.936 -0.511 -6.994
O 1.979 3.442 8.652
O 6.032 -4.711 -1.483
O 2.308 7.669 -2.088
O -4.200 1.414 3.033
O -3.117 4.882 -3.454
O -4.279 -0.329 -6.077
O -4.721 4.153 3.111
O 3.673 -0.724 -7.558
O -5.200 -5.493 3.481
O -4.699 -6.207 6.173
O 0.776 0.013 4.766
O 4.606 0.951 1.564
O -0.476 7.534 -2.477
O 3.295 -1.060 4.145
N -1.894 -0.319 -1.140
N -0.862 -1.119 0.835
N -2.648 0.332 0.985
N -1.983 -2.520 -4.158
C 1.307 -1.091 5.515
C -0.953 -2.569 0.553
C -2.425 -1.812 -2.987
C 2.337 1.089 9.043
C 0.062 0.212 -3.658
C 1.485 6.888 -1.227
C 1.210 -2.473 -3.216
C 0.085 7.460 -1.174
C 2.887 0.323 -8.130
C -1.818 -0.356 0.245
C -5.033 0.716 -5.487
C 5.004 -3.038 -2.889
C -0.865 4.161 -3.851
C -3.475 3.646 3.581
C 2.633 2.503 9.489
C 6.286 -3.582 -2.301
C 5.015 2.127 2.267
C -1.383 -1.552 -1.847
C -1.285 -2.804 -0.952
C 1.785 -2.563 0.882
C 6.200 1.826 3.159
C -4.608 -6.749 3.821
C -3.851 -6.636 5.126
C 2.247 -1.885 4.638
C 1.446 -0.119 -8.263
C -2.201 4.486 -4.476
C -3.644 2.226 4.071
C -6.198 0.173 -4.689
B 0.426 -3.309 0.992
H 4.506 -3.812 -3.474
H -3.050 4.283 4.361
H 6.539 2.735 3.657
H 2.956 1.157 -7.432
H -2.809 3.665 2.717
H 0.108 8.463 -0.730
H 1.664 -0.973 -6.558
H 0.823 0.692 -8.639
H -4.492 -4.882 3.253
H 1.377 -0.963 -8.961
H -0.843 -0.955 1.842
H 4.185 2.538 2.852
H 1.262 0.912 9.058
H 4.427 -1.905 -1.398
H -2.849 0.084 1.954
H 0.243 7.808 -3.063
H -0.151 3.809 -4.596
H -2.098 5.268 -5.233
H -4.312 2.199 4.938
H -5.436 -7.449 3.923
H -3.438 -7.604 5.412
H -3.949 -7.099 3.019
H 1.462 5.891 -1.669
H 5.221 -4.522 -0.994
H 0.493 -1.722 5.883
H -6.853 -0.420 -5.326
H -0.565 6.829 -0.566
H 2.040 3.097 7.753
H 2.592 -3.189 1.261
H -0.192 -5.212 0.993
H 3.706 0.905 7.654
H -3.019 -5.925 5.008
H 1.768 -1.639 1.469
H 2.825 0.360 9.696
H 1.691 -2.299 3.783
H 5.907 1.097 3.927
H -1.556 -3.414 -3.968
H 6.962 -3.896 -3.096
H -4.256 -1.058 -5.442
H 5.297 2.849 1.500
H 0.583 -0.044 -4.580
H -0.994 0.395 -3.857
H 2.279 2.663 10.507
H -4.385 1.309 -4.824
H 1.840 -0.663 6.364
H -5.385 1.365 -6.290
H -2.334 -4.584 1.531
H -1.319 0.468 -1.458
H -4.872 1.966 2.606
H 6.911 0.728 1.743
H -6.778 0.985 -4.241
H -3.157 1.117 0.606
H 3.293 0.637 -9.096
H -2.818 -0.838 -3.277
H 1.917 6.818 -0.224
H 0.184 -0.363 4.106
H -3.262 -2.372 -2.556
H -5.295 -5.545 5.799
H 2.698 -2.710 5.188
H -3.505 -2.828 0.821
H -2.843 5.751 -3.134
H -5.244 -0.192 -3.031
H 0.685 -2.968 -4.032
H -2.220 -3.371 -1.024
H 3.717 2.679 9.468
H -5.296 4.315 3.868
H 1.972 -2.288 -0.159
H -1.412 -1.966 -4.780
H 1.552 -3.187 -2.470
H 6.785 -2.801 -1.711
H -0.522 -3.458 -1.383
H 5.204 -2.178 -3.535
H -1.869 3.321 -2.448
H -2.685 1.795 4.361
H 2.487 8.514 -1.661
H 0.509 1.127 -3.277
H -0.464 5.058 -3.366
H 2.117 -2.026 -3.627
H -2.628 3.598 -4.941
H 4.214 0.346 2.204
H 3.771 -1.422 -8.215
H 2.882 -0.198 3.990
```

Values from the calculation:
total charge = +1
Kohn-Sham gap = 7.82 eV
HOMO level = -10.80 eV
calculated total energy = -109403.964 eV



# 3
Molecular formula: C5H4O2
Method: DFT, ωB97M-V/def2-TZVPD

The geometry in XYZ format:
```
11
Properties=species:S:1:pos:R:3
O -1.000 -1.222 1.840
O 1.314 0.591 1.909
C 0.724 0.959 -0.455
C -0.522 -0.661 0.890
C -0.350 0.395 -1.348
C -0.918 -0.739 -0.574
C 0.645 0.356 0.937
H -0.265 -1.497 -1.062
H 0.603 2.051 -0.430
H 1.711 0.820 -0.917
H -1.943 -1.052 -0.789
```

Values from the calculation:
Kohn-Sham gap (alpha / beta) = 8.01 / 8.01 eV
HOMO level (alpha / beta) = -8.84 / -8.84 eV
calculated total energy = -9340.488 eV
relative energy (zero: lowest compared OMol25 entry of this formula, charge and spin) = 3.694 eV



# 4
Molecular formula: C9H14N4O8
Method: DFT, ωB97M-V/def2-TZVPD

The geometry in XYZ format:
```
35
Properties=species:S:1:pos:R:3
O -29.050 6.098 -7.212
O -27.732 9.302 -11.646
O -26.173 8.757 -13.027
O -30.000 7.968 -7.712
O -32.586 2.984 -10.166
O -32.116 2.134 -8.242
O -27.456 9.387 -5.359
O -26.090 11.047 -5.225
N -32.153 3.051 -9.034
N -26.765 10.171 -4.737
N -27.026 8.487 -12.205
N -29.692 7.095 -6.931
C -28.116 6.742 -10.846
C -28.252 5.414 -10.505
C -26.439 6.123 -12.493
C -30.128 7.273 -5.527
C -26.779 10.051 -3.240
C -26.594 4.793 -12.134
C -31.643 4.362 -8.557
C -27.194 7.071 -11.828
C -27.485 4.435 -11.135
H -25.796 6.447 -13.297
H -27.595 3.399 -10.842
H -25.924 10.588 -2.854
H -30.606 4.271 -8.254
H -27.718 10.505 -2.936
H -32.239 4.597 -7.675
H -28.744 7.523 -10.442
H -29.596 8.138 -5.134
H -26.770 8.991 -3.015
H -28.946 5.107 -9.736
H -26.095 4.036 -12.728
H -31.823 5.093 -9.335
H -31.172 7.578 -5.563
H -29.959 6.366 -4.965
```

Values from the calculation:
Kohn-Sham gap = 9.72 eV
HOMO level = -9.92 eV
calculated total energy = -31889.115 eV
SMILES = O=[N+]([O-])c1ccccc1.C[N+](=O)[O-].C[N+](=O)[O-].C[N+](=O)[O-]
relative energy (zero: lowest compared OMol25 entry of this formula, charge and spin) = 0.000 eV